(1)
This record from OMol25 describes C4H6B4F19O2Pt as an isolated structure at a distorted geometry. The level of theory is ωB97M-V with the def2-TZVPD basis set.

Geometry (Å):
Pt1 0.4744 0.0680 -0.3908
C1 0.0406 -0.6027 2.3511
O1 -0.9838 -0.6017 1.3633
O2 1.1294 -0.2029 1.6796
C2 -0.2060 0.1788 3.6499
F1 -0.1440 1.5037 3.5432
F2 -1.3896 -0.1023 4.2590
F3 0.7442 -0.1815 4.5414
C3 -2.2312 -1.1599 1.6634
C4 -3.3636 -0.7069 0.7347
H1 -3.1734 -0.9551 -0.3124
H2 -4.2552 -1.3163 0.9337
H3 -3.5884 0.3569 0.7785
H4 -2.6317 -0.9223 2.6449
H5 -2.2314 -2.2426 1.4795
H6 0.2319 -1.6488 2.6689
B1 0.8852 -2.9795 -1.3790
F4 0.6224 -3.2197 -2.7165
F5 -0.1149 -2.1030 -0.8099
F6 0.8400 -4.1961 -0.6435
F7 2.1125 -2.3598 -1.1718
B2 3.7438 1.8697 -0.2789
F8 3.8654 2.8445 0.7352
F9 2.3487 1.6748 -0.5401
F10 4.4033 2.3396 -1.4311
F11 4.3158 0.6522 0.1101
B3 1.2322 0.7797 -3.9375
F12 2.5929 0.5406 -4.1153
F13 0.4765 0.0660 -4.8916
F14 0.8510 0.2429 -2.6311
F15 0.9397 2.1330 -4.0098
B4 -1.5235 2.0356 -0.7971
F16 -1.7774 0.7080 -1.2040
F17 -1.7995 3.0183 -1.7530
F18 -2.2889 2.3140 0.3594
F19 -0.1474 2.1748 -0.4826

Output
expectation value of S²	2.002
net charge	-3
LUMO energy (spin up / spin down)	6.628 / 6.622	eV
2S+1	3
Kohn-Sham gap (spin up / spin down)	0.271 / 0.267	Ha

(2)
This record from OMol25 describes a 2-piece molecular cluster, C3H10NO overall at a distorted geometry. The level of theory is ωB97M-V with the def2-TZVPD basis set.

Geometry (Å):
C1 2.6924 -0.0692 -0.0135
C2 1.4941 0.6264 0.0546
C3 0.2527 0.0100 0.0028
N1 -1.0078 0.5179 0.4534
H1 2.8325 -0.7699 -0.7783
H2 3.7394 0.5531 -0.1496
H3 2.7700 -0.7914 0.9091
H4 1.5344 1.7212 0.1873
H5 0.2925 -1.1653 -0.1778
H6 -1.7474 -0.1410 0.6006
H7 -0.9838 1.0680 1.4240
H8 -1.3774 1.2036 -0.1927
H9 -3.5534 -1.3271 -0.0442
H10 -3.7926 -0.7149 -1.5180
O1 -3.1456 -0.7214 -0.7577

Output
net charge	+1
LUMO energy	-3.669	eV
2S+1	1
Kohn-Sham gap	0.377	Ha

(3)
This record from OMol25 describes an isolated ion of composition C4H13N2 and charge +1 at a distorted geometry. The level of theory is ωB97M-V with the def2-TZVPD basis set.

Geometry (Å):
N1 -0.5472 1.5265 0.5043
C1 -0.5949 1.4358 -0.9368
C2 0.3873 0.2456 -1.3332
C3 -0.0609 -1.1062 -0.8264
C4 0.5808 -1.6033 0.4869
N2 0.3329 -0.6564 1.6712
H1 -1.4809 1.3333 1.1170
H2 -0.1734 2.4309 0.7245
H3 -0.1133 2.3331 -1.3847
H4 -1.6537 1.2419 -1.1601
H5 1.3696 0.5573 -0.9331
H6 0.4186 0.2138 -2.4368
H7 -1.2393 -1.0453 -0.6776
H8 0.1277 -1.8455 -1.6088
H9 1.6614 -1.5785 0.2279
H10 0.2664 -2.5387 0.8229
H11 1.0513 -0.5802 2.4885
H12 0.2896 0.3712 1.1861
H13 -0.6220 -0.7352 2.0681

Output
SMILES	NCCCC[NH3+]
net charge	+1
LUMO energy	-3.292	eV
2S+1	1
Kohn-Sham gap	0.397	Ha